Record 1
{"formula": "C5H9ClGaI2O2P", "method": "ωB97M-V/def2-TZVPD", "elements": ["I", "I", "Ga", "P", "C", "C", "H", "H", "H", "C", "H", "H", "H", "H", "H", "H", "C", "O", "Cl", "O", "C"], "coordinates": [[2.19926, 1.59563, 1.60590], [-0.44937, 1.69498, 2.58363], [-0.17644, 1.45872, -0.59123], [-0.35567, -0.66033, -0.86935], [0.04856, -1.89180, 0.35423], [-2.10844, -0.80080, -1.32159], [0.71598, -0.02054, -2.99403], [0.10910, -1.70454, -2.98001], [1.60135, -1.27941, -2.11800], [0.59918, -0.92937, -2.38316], [-2.54066, 0.12127, -1.73564], [-2.23272, -1.59678, -2.05841], [-0.17684, -2.86839, -0.11693], [-0.58719, -1.70384, 1.23773], [-2.71153, -1.06246, -0.44878], [1.12592, -1.78451, 0.56933], [1.25997, -0.87583, 3.41740], [1.65333, -0.46744, 4.39450], [-0.45046, 3.29546, -1.62108], [1.23224, 5.28598, 2.67600], [1.24442, 4.19397, 2.39949]], "forces_ev_per_angstrom": [[-1.3687, -0.8438, -0.5384], [0.8903, -0.3324, -1.3263], [0.6328, 3.7823, 1.1968], [-0.9272, -2.7110, -1.5245], [0.1666, 0.3455, 0.2112], [-0.4791, 0.1657, 0.1329], [-0.1865, -0.2784, 0.1385], [0.0014, 0.0915, 0.0746], [-0.0574, 0.0518, -0.0038], [0.4516, 0.0985, -0.1569], [0.2508, -0.1824, -0.0445], [0.1264, 0.0039, -0.0144], [0.1137, 0.3794, 0.2895], [0.4907, -0.3238, -0.2376], [0.1310, 0.0265, 0.0743], [-0.5074, -0.2951, 0.2176], [0.4261, -0.1787, 1.1430], [-0.2937, -0.4221, -0.7159], [0.1928, -1.1843, 0.7369], [0.0559, -0.7333, -0.1893], [-0.1101, 2.5402, 0.5364]], "lowdin_charge": [0.623, 0.614, 0.040, 0.668, -0.204, -0.194, 0.073, 0.086, 0.082, -0.191, 0.072, 0.085, 0.104, 0.064, 0.081, 0.064, -0.183, 0.020, 0.314, 0.107, -0.324], "de_lowest_kcal_mol": 0.0, "homo_lumo_gap_ev": 6.97, "homo_ev": -16.932, "total_charge": 2}



Record 2
{"formula": "C4H8NS", "method": "ωB97M-V/def2-TZVPD", "elements": ["C", "C", "C", "C", "N", "S", "H", "H", "H", "H", "H", "H", "H", "H"], "coordinates": [[-0.69338, -0.33913, 1.58734], [-1.14973, 0.27217, 0.24782], [0.73359, -0.48723, 0.82231], [0.70361, 0.46544, -1.42768], [-0.03053, -0.36512, -0.42796], [-1.45865, -0.58967, 2.95291], [-2.17310, -0.09944, 0.02104], [-1.04121, 1.33853, 0.26554], [1.53807, 0.37773, 0.87699], [1.30196, -1.37782, 0.77503], [0.58486, 1.50679, -0.94047], [1.69119, 0.20961, -1.42084], [0.31199, 0.38376, -2.53473], [-0.31868, -1.29562, -0.79730]], "forces_ev_per_angstrom": [[1.3139, 1.0009, -0.6507], [-2.6324, -1.3147, 1.8560], [0.6837, 1.0756, 1.4678], [-3.3926, 2.2631, -1.2483], [0.4889, -0.2769, -2.3464], [0.7031, -0.1409, -0.4796], [0.7292, 0.6202, -0.5429], [-0.1253, 0.5452, -0.2095], [-2.0721, -1.3910, 0.2912], [0.4706, -1.1629, 0.6588], [0.4104, -1.3838, -1.5356], [2.6310, -0.8485, 0.0125], [0.3899, 0.2902, 2.4702], [0.4017, 0.7235, 0.2565]], "lowdin_charge": [-0.714, -0.127, -0.053, 0.027, -0.177, 0.875, 0.157, 0.134, 0.187, 0.117, 0.140, 0.059, 0.160, 0.216], "de_lowest_kcal_mol": 40.9, "homo_lumo_gap_ev": 8.56, "homo_ev": -13.270, "smiles": "C[NH+]1CC(=S)C1", "total_charge": 1}



Record 3
{"formula": "C24H32B2CuO24", "method": "ωB97M-V/def2-TZVPD", "elements": ["Cu", "O", "C", "O", "B", "O", "C", "O", "O", "C", "O", "C", "O", "O", "O", "C", "O", "B", "O", "C", "O", "O", "C", "O", "C", "O", "O", "O", "C", "O", "C", "C", "C", "H", "H", "H", "H", "H", "H", "H", "H", "O", "C", "O", "C", "C", "C", "H", "H", "H", "H", "H", "H", "H", "H", "O", "C", "O", "C", "C", "C", "H", "H", "H", "H", "H", "H", "H", "H", "O", "C", "O", "C", "C", "C", "H", "H", "H", "H", "H", "H", "H", "H"], "coordinates": [[-0.21134, -1.36924, -0.63065], [6.61329, -0.28979, 0.90104], [6.03069, -1.32279, 0.82902], [4.70600, -1.39207, 0.89863], [4.25387, -2.79860, 0.83364], [5.44548, -3.59340, 0.79480], [6.49166, -2.78652, 0.79644], [7.59712, -3.13859, 0.47837], [3.46524, -3.08486, -0.33545], [2.17077, -2.93773, -0.03488], [1.23693, -2.93336, -0.78718], [2.09320, -2.90618, 1.47854], [3.30188, -3.00571, 1.98758], [1.07235, -2.73217, 2.01663], [-6.20117, -2.63534, -2.62113], [-5.14640, -2.60408, -3.22952], [-4.29302, -1.61662, -3.21668], [-3.02895, -2.06271, -3.88539], [-3.21242, -3.44445, -4.23475], [-4.47667, -3.79717, -3.95088], [-4.96324, -4.86460, -4.17588], [-1.99138, -1.85702, -2.85312], [-1.10286, -1.03169, -3.30503], [-0.18936, -0.62730, -2.66987], [-1.48001, -0.66883, -4.81754], [-2.63584, -1.26561, -5.05448], [-0.85889, -0.01944, -5.58861], [0.60015, 1.30975, 5.98562], [0.42249, 1.42716, 4.78899], [0.29103, 0.42124, 3.92705], [0.52539, -0.94811, 4.32693], [-0.74997, -1.68401, 3.94440], [0.30465, 2.79482, 4.06934], [0.70844, -0.98511, 5.38886], [1.35509, -1.42228, 3.81227], [-1.59437, -1.10413, 4.26154], [-0.71089, -2.63981, 4.45099], [-0.80873, -1.92548, 2.91039], [0.25633, 3.65412, 4.72555], [-0.53340, 2.85245, 3.33731], [1.25737, 2.86447, 3.52805], [-2.84789, 3.06169, -1.52823], [-1.75633, 2.72099, -1.89439], [-1.32133, 2.55094, -3.14150], [-2.14221, 3.14751, -4.18962], [-1.13888, 3.64189, -5.26481], [-0.62770, 2.62379, -0.93290], [-2.78451, 3.86842, -3.65804], [-2.74520, 2.36536, -4.58794], [-1.70722, 4.22162, -5.96157], [-0.66605, 2.72988, -5.68503], [-0.30394, 4.18825, -4.77009], [0.30771, 2.20460, -1.35817], [-0.87966, 2.00978, -0.07646], [-0.49133, 3.67480, -0.57667], [-1.80372, -0.44420, 0.36035], [-2.86453, -0.95441, 0.61487], [-3.97289, -0.35938, 1.08396], [-3.96021, 1.09152, 1.16513], [-2.91899, 1.69115, 2.13437], [-3.14877, -2.43754, 0.29757], [-4.92249, 1.33848, 1.59817], [-3.83913, 1.48899, 0.15317], [-2.01979, 1.04368, 2.14573], [-3.32172, 1.69015, 3.15442], [-2.70268, 2.71250, 1.83449], [-2.23161, -2.94051, 0.04087], [-3.79347, -2.43393, -0.55884], [-3.64145, -2.89106, 1.15811], [1.83529, -0.17067, 0.23544], [2.63786, 0.48465, -0.29776], [3.60927, 1.21135, 0.42560], [3.36883, 1.17528, 1.81228], [4.59100, 1.64763, 2.55494], [2.88908, 0.64642, -1.70367], [3.17320, 0.11800, 2.09139], [2.54553, 1.81016, 2.00355], [4.62324, 2.74468, 2.46818], [5.51912, 1.31424, 2.26537], [4.50232, 1.46601, 3.62793], [1.99401, 1.00093, -2.23591], [3.26199, -0.27194, -2.15119], [3.68473, 1.38911, -1.73402]], "forces_ev_per_angstrom": [[0.2767, 0.0892, 0.1624], [1.2000, -0.0107, -0.3802], [-1.4761, 0.1121, 1.3242], [-0.4753, -0.3326, -0.4363], [-0.0029, 0.3555, 0.9869], [-0.0430, -0.1092, 0.9391], [1.7149, -0.4751, -2.2304], [-0.0602, 0.2053, 0.8915], [-1.9755, 0.3983, -1.3133], [2.0757, -0.8335, 0.0021], [-0.4277, 0.3015, -0.6522], [1.9372, 0.3166, -1.1010], [0.1877, -0.0959, -0.3070], [-2.5791, -0.0730, 1.8394], [1.1919, -0.0278, -1.1329], [-1.5428, -0.5523, 1.4903], [0.5371, 0.4535, -0.7653], [-0.7255, 0.2426, 0.3969], [-0.6078, -0.2195, 0.0391], [0.0761, -0.5978, -0.2196], [0.0287, 0.2860, 0.0617], [-0.0077, -0.3000, -0.1710], [-1.2966, -0.2090, -1.8913], [1.9959, 0.9931, 1.1360], [-0.3060, -0.5992, 0.9557], [0.0675, 0.0327, 0.4838], [0.5927, 0.5841, -0.1932], [0.0624, -0.0215, -0.8970], [-0.5470, 0.8862, 0.8584], [0.8320, 0.3232, -0.6176], [-1.1010, -0.1868, -0.0858], [0.7716, -0.2909, 0.9684], [0.1543, -0.8477, -0.5650], [-0.0555, 0.1228, 0.3633], [0.2499, 0.6650, -0.2268], [-0.6012, 0.1234, 0.2626], [-0.3230, -0.3098, 0.2550], [0.0041, 0.2187, -0.8650], [-0.0808, -0.2320, 0.4644], [0.6685, -0.3370, 0.5034], [-0.2844, 0.1750, -0.1866], [-0.8873, 0.0065, -0.5324], [1.0744, 0.0411, 0.4668], [-0.5278, 0.2304, -0.3333], [1.1380, 0.2708, 0.5052], [0.2347, -1.0851, 1.8330], [1.1718, 0.0553, 0.5404], [0.2775, 0.0903, -0.7367], [-0.6721, -0.5302, -0.3855], [0.1425, 0.3879, -0.7356], [-0.4722, 0.6342, -0.1755], [-0.7985, 0.0614, -0.4472], [-0.6433, 0.5309, 0.0826], [-0.2583, -0.0269, 0.1867], [0.2090, -0.8294, -0.1945], [0.8112, 1.0627, -0.1216], [-1.8973, -2.3003, -0.4418], [1.3788, 0.2361, -0.0658], [0.4338, 0.5188, 0.4758], [0.0062, -1.3364, 0.0885], [0.2026, 1.3221, 1.0231], [-0.3577, -0.0808, -0.5313], [-0.1128, -0.0564, 0.1811], [-0.2541, 0.7840, -0.0452], [0.0927, 0.0826, -0.1645], [0.1878, 0.0175, -0.0374], [0.3416, -0.1897, 0.0556], [-0.5439, -0.1180, -0.4096], [-0.0302, -0.1168, -0.2069], [-3.1263, -2.0389, 1.6425], [3.9919, 2.3699, 0.7875], [-1.6278, -0.6709, -1.4801], [1.4497, -2.0001, 0.6787], [-1.8522, 2.3302, 1.1581], [0.4741, 0.9338, -1.6774], [-0.2633, 0.7656, -0.0170], [-1.1169, 0.4405, 0.5087], [0.1524, -0.0998, 0.0091], [1.7983, -1.2595, -1.0938], [-0.2422, -0.1842, -0.0042], [0.2984, -0.3155, 0.0809], [-0.2138, -0.1781, 0.0000], [-0.0757, 0.0206, -0.6142]], "lowdin_charge": [0.434, 0.163, -0.366, 0.205, -0.915, 0.264, -0.366, 0.152, 0.271, -0.346, 0.136, -0.431, 0.248, 0.166, 0.125, -0.399, 0.218, -0.893, 0.247, -0.363, 0.160, 0.242, -0.364, 0.139, -0.366, 0.247, 0.164, 0.078, -0.520, -0.021, -0.175, -0.057, 0.032, 0.112, 0.103, 0.076, 0.083, 0.037, 0.075, 0.074, 0.067, 0.092, -0.567, -0.020, -0.175, -0.046, 0.034, 0.120, 0.107, 0.061, 0.076, 0.087, 0.079, 0.064, 0.115, 0.067, -0.468, 0.019, -0.164, -0.067, 0.069, 0.117, 0.109, 0.066, 0.078, 0.075, 0.079, 0.078, 0.098, 0.139, -0.521, -0.018, -0.241, -0.044, 0.045, 0.124, 0.096, 0.083, 0.028, 0.085, 0.091, 0.114, 0.100], "de_lowest_kcal_mol": 0.0, "homo_lumo_gap_ev": 9.36, "homo_ev": -7.181, "total_charge": -1}



Record 4
{"formula": "C5H9NO2", "method": "ωB97M-V/def2-TZVPD", "elements": ["C", "C", "C", "C", "N", "C", "O", "O", "H", "H", "H", "H", "H", "H", "H", "H", "H"], "coordinates": [[1.61591, 1.00890, -1.02563], [-0.32572, -0.49802, -0.28971], [0.71119, 0.56428, 0.11747], [-1.30943, -0.72681, 0.54334], [-0.08548, -1.25020, -1.43907], [-2.23881, -0.88265, 1.43596], [0.05392, 1.71430, 0.58803], [1.55259, 0.02918, 1.11190], [-0.61370, 1.46357, 1.23889], [1.02008, -0.32503, 1.83443], [-0.87160, -1.82272, -1.71195], [0.29749, -0.72442, -2.20967], [2.21029, 0.17009, -1.37232], [1.02272, 1.43516, -1.82944], [2.27778, 1.77510, -0.63332], [-3.16907, -0.33260, 1.39873], [-2.14817, -1.59813, 2.24238]], "forces_ev_per_angstrom": [[-0.2515, -0.1112, 0.4590], [-0.1375, -0.0149, 0.2278], [-0.0922, 0.0424, 0.0063], [0.3074, 0.1360, -0.2907], [0.0678, -0.1182, -0.1087], [-0.2976, -0.0925, 0.2304], [0.1329, 0.2309, -0.0594], [0.3464, -0.0097, -0.0057], [-0.0285, -0.1044, -0.1000], [-0.0857, -0.0216, -0.1586], [0.1136, 0.0550, -0.0649], [-0.0805, -0.0256, -0.0100], [0.0545, -0.0517, -0.0878], [-0.0332, 0.0242, -0.1053], [0.0494, 0.0494, 0.0023], [-0.1456, 0.1089, -0.0616], [0.0802, -0.0969, 0.1267]], "lowdin_charge": [0.000, -0.264, -0.599, -0.070, 0.110, 0.010, 0.026, 0.033, 0.090, 0.103, 0.097, 0.077, 0.090, 0.093, 0.095, 0.056, 0.055], "de_lowest_kcal_mol": 50.8, "homo_lumo_gap_ev": 9.14, "homo_ev": -8.392, "smiles": "C=C=C(N)C(C)(O)O", "total_charge": 0}



Record 5
{"formula": "C24H23Cl2N5O4S", "method": "ωB97M-V/def2-TZVPD", "elements": ["N", "O", "O", "O", "Cl", "Cl", "C", "N", "O", "S", "C", "C", "C", "C", "C", "C", "C", "C", "C", "C", "C", "C", "C", "C", "C", "C", "C", "C", "N", "N", "N", "C", "C", "C", "C", "C", "H", "H", "H", "H", "H", "H", "H", "H", "H", "H", "H", "H", "H", "H", "H", "H", "H", "H", "H", "H", "H", "H", "H"], "coordinates": [[5.33286, 0.03920, -4.32631], [0.47212, -2.08822, -1.49855], [4.62977, 1.37641, -1.16802], [-3.90491, -2.39687, -4.11617], [0.15667, -1.03587, 8.41920], [-0.08459, -2.77092, 5.75313], [4.53055, -0.10961, -3.49557], [2.99797, -0.13448, 2.24820], [0.52978, 4.13771, -0.78149], [4.78219, 1.70509, 1.77419], [-0.66442, -1.66697, -1.32369], [3.92100, 0.38020, -1.15178], [-4.00387, -1.91892, -2.99012], [3.68971, 0.41131, 1.28755], [4.20998, 1.48552, 3.40014], [3.27359, 0.48389, 3.46650], [1.92825, 0.48731, 7.02306], [-1.63087, 3.24936, -1.32904], [0.40798, 2.16924, -2.13516], [2.66389, 0.84755, 5.88964], [1.70174, -1.01359, 4.69147], [-2.40283, 2.26088, -1.96610], [-0.36770, 1.18984, -2.78536], [1.07751, -0.61972, 6.99447], [0.96833, -1.37813, 5.82343], [-0.22279, 3.19724, -1.40583], [2.55572, 0.10370, 4.69824], [-1.77282, 1.22762, -2.68584], [3.43217, -0.11039, 0.03797], [-5.11500, -2.04295, -2.25212], [-1.60656, -1.82478, -2.25825], [-0.99204, -0.94812, -0.02977], [3.52315, -0.30745, -2.44948], [-6.31052, -2.76053, -2.69346], [-2.61815, 0.13999, -3.31360], [-2.86506, -1.07217, -2.39746], [-0.00409, 4.81437, -0.36514], [4.54956, 2.08167, 4.23611], [2.00736, 1.06982, 7.93577], [-2.11361, 4.04354, -0.78050], [1.48532, 2.16228, -2.19737], [3.30185, 1.72266, 5.95320], [1.59371, -1.61270, 3.79188], [-3.48160, 2.29717, -1.90098], [0.11119, 0.40539, -3.35565], [2.76992, -0.87763, 0.00960], [-5.12966, -1.61859, -1.33809], [-1.33945, -2.39231, -3.04916], [-1.19917, 0.10020, -0.23023], [-0.13775, -1.01988, 0.64225], [-1.85243, -1.42047, 0.43792], [3.40334, -1.37799, -2.27132], [2.56599, 0.08922, -2.78688], [-6.13026, -3.83691, -2.65689], [-7.15914, -2.51372, -2.05376], [-6.54857, -2.48364, -3.72350], [-2.14307, -0.19458, -4.23770], [-3.58117, 0.57365, -3.58812], [-3.19106, -0.70393, -1.42549]], "forces_ev_per_angstrom": [[-1.5731, -0.3340, 1.5427], [0.2482, -0.2469, -0.1652], [-0.3699, -0.7562, 0.1271], [0.1198, 0.1340, 0.5924], [0.2923, 0.1617, -0.3685], [0.3361, 0.4114, -0.0356], [1.4314, 0.4045, -1.3256], [0.3162, 0.7117, 0.8696], [0.7714, -0.3063, -0.2334], [-0.8258, -0.7479, -0.1411], [1.1364, 0.4642, 0.9650], [0.8392, 1.6278, 0.4945], [0.6315, -0.3793, -1.1748], [-0.4724, -0.0933, 1.1087], [-0.4317, -0.6111, -0.2636], [0.6007, 0.5262, -0.5232], [0.1307, -0.1265, -0.4745], [0.3152, -1.0119, -0.6380], [-0.8156, 0.0385, 0.0297], [-0.4314, -0.4617, 0.0958], [-0.0035, 0.1054, 0.1863], [1.4004, 0.1115, 0.0819], [-0.4767, 1.1506, 0.8489], [-0.0300, -0.0795, -0.0607], [0.1754, 0.2575, 0.0147], [-1.0243, -0.3777, -0.2125], [-0.5202, -0.3860, 0.4466], [0.0577, -0.0576, 0.1561], [0.3239, -0.1659, -1.7583], [-0.6049, 0.2708, 0.7888], [-1.6792, -0.1590, -0.4419], [-0.1297, -0.1818, -0.2584], [0.0784, -0.5410, 0.3072], [0.3541, -0.0169, -0.2446], [-0.0845, 0.4505, -0.1561], [0.3969, 0.0985, 0.0340], [-0.3145, 0.0276, 0.0286], [0.1486, 0.0241, -0.3325], [-0.0247, -0.1058, -0.1370], [-0.0385, 0.1377, 0.0885], [0.1342, 0.0585, 0.0075], [-0.0810, -0.1158, -0.0647], [0.0777, 0.1654, 0.1092], [-0.0663, -0.0010, -0.0174], [0.0185, -0.0351, -0.0141], [0.0358, 0.0541, 0.2141], [0.0103, -0.1027, -0.1094], [0.0536, 0.0945, -0.1546], [-0.1377, 0.1281, 0.0720], [-0.0444, -0.0406, -0.1565], [-0.1775, 0.1174, 0.1421], [-0.1875, -0.0111, -0.1468], [-0.0861, -0.0441, 0.0353], [-0.1016, 0.0486, -0.0515], [0.2269, 0.0471, 0.0040], [0.0710, -0.0499, 0.1364], [-0.1487, -0.1902, 0.0261], [-0.0908, -0.0409, -0.0758], [0.2397, -0.0501, 0.1823]], "lowdin_charge": [0.158, 0.016, 0.047, 0.063, 0.650, 0.653, -0.198, 0.100, 0.061, 1.084, -0.553, -0.453, -0.466, -0.565, -0.346, -0.327, -0.094, -0.011, 0.009, -0.021, -0.047, -0.033, -0.030, -0.673, -0.658, -0.308, -0.157, -0.238, 0.121, 0.020, 0.131, 0.018, -0.074, -0.053, -0.097, -0.205, 0.103, 0.068, 0.107, 0.107, 0.105, 0.104, 0.106, 0.111, 0.111, 0.147, 0.133, 0.158, 0.070, 0.080, 0.084, 0.128, 0.107, 0.089, 0.084, 0.089, 0.129, 0.125, 0.134], "homo_lumo_gap_ev": 8.66, "homo_ev": -8.416, "smiles": "N#CCC(=O)Nc1nc(-c2ccc(Cl)c(Cl)c2)cs1.CNC(=O)[C@H](Cc1ccc(O)cc1)NC(C)=O", "total_charge": 0}